The following is a DFT calculation (ωB97M-V/def2-TZVPD) of C3H4NO3 in the gas phase in a non-equilibrium geometry.

The highest occupied orbital energy (alpha / beta) is -10.17 / -10.15 eV. The LUMO energy (alpha / beta) is 0.6 / -3.5 eV. The largest force on an atom comes out at 2.05 eV Å⁻¹. The spin multiplicity is 2.

Bonds (Å) are listed after each position.
Positions of all 11 atoms, in Å:
1 O -1.63 0.01 2.23  C2 1.191
2 C -1.25 0.32 1.14  O1 1.191, C3 1.510, H8 1.103
3 C 0.19 0.32 0.71  C2 1.510, N4 1.428, H9 1.108, H10 1.060
4 N 0.36 0.39 -0.71  C3 1.428, C5 1.383, H11 1.012
5 C 0.68 -0.78 -1.37  N4 1.383, O6 1.305, O7 1.211
6 O 1.05 -0.59 -2.61  C5 1.305
7 O 0.56 -1.88 -0.87  C5 1.211
8 H -1.97 0.61 0.36  C2 1.103
9 H 0.84 1.01 1.28  C3 1.108
10 H 0.53 -0.64 1.02  C3 1.060
11 H 0.64 1.24 -1.18  N4 1.012

***

The following is a DFT calculation (ωB97M-V/def2-TZVPD) of a gas-phase ion, C5H14N2S (charge +1) in a non-equilibrium geometry.

The highest occupied orbital energy (alpha / beta) is -12.67 / -12.63 eV. The LUMO energy (alpha / beta) is -2.9 / -7.5 eV. The largest force on an atom comes out at 7.61 eV Å⁻¹. As for the charge: +1. The spin multiplicity is 2.

Bonds (Å) are listed after each position.
Positions of all 22 atoms, in Å:
1 N -0.46 -0.71 -2.57  C2 1.532, H9 1.067, H11 0.954
2 C 0.20 0.28 -1.61  N1 1.532, C3 1.463, C5 1.629, H12 1.133
3 C 0.31 1.58 -2.26  C2 1.463, S4 1.857, H13 1.106, H14 1.113
4 S -1.14 2.73 -2.41  C3 1.857, H10 1.273
5 C -0.09 0.40 -0.01  C2 1.629, N6 1.380, H15 1.081, H16 1.179
6 N 0.60 -0.28 0.98  C5 1.380, C7 1.456, H17 0.998
7 C -0.05 -1.26 1.82  N6 1.456, C8 1.518, H18 1.208, H19 1.129
8 C 0.32 -1.28 3.30  C7 1.518, H20 1.210, H21 1.074, H22 1.091
9 H -1.51 -0.51 -2.55  N1 1.067
10 H -1.22 3.08 -1.19  S4 1.273
11 H -0.12 -1.60 -2.69  N1 0.954
12 H 1.20 -0.25 -1.55  C2 1.133
13 H 1.28 2.03 -1.98  C3 1.106
14 H 0.47 1.47 -3.36  C3 1.113
15 H -1.13 0.11 -0.04  C5 1.081
16 H -0.24 1.51 0.35  C5 1.179
17 H 1.43 0.11 1.39  N6 0.998
18 H 0.40 -2.26 1.31  C7 1.208
19 H -1.16 -1.12 1.69  C7 1.129
20 H -0.72 -1.29 3.91  C8 1.210
21 H 0.82 -2.20 3.54  C8 1.074
22 H 0.80 -0.55 3.95  C8 1.091